1.
ORCA calculation (ωB97M-V with the def2-TZVPD basis set) on a cluster of 3 separate species, C3H12NO in total.

```
17
Properties=species:S:1:pos:R:3
C -0.12456 0.40300 0.24757
C -1.56716 -0.09559 0.05785
C -1.69915 -1.30476 -0.88877
N -0.14430 1.61849 1.02566
H 0.46173 -0.34515 0.64895
H 0.30410 0.60306 -0.77944
H -2.15203 0.74806 -0.34689
H -2.01191 -0.35941 1.03804
H -2.74118 -1.69410 -0.92939
H -1.36904 -1.05984 -1.91781
H -1.06059 -2.21062 -0.59510
H 0.07747 1.38983 1.99819
H 0.77813 2.09416 0.75593
H 2.15832 1.68364 0.59114
H 3.49931 -0.94289 -0.61758
H 2.57760 0.27120 -0.05284
O 2.60418 -0.69041 -0.43409
```

HOMO-LUMO gap = 5.517 eV
E_LUMO = -10.23 eV
total charge = +1
spin multiplicity = 1

***

2.
ORCA calculation (ωB97M-V with the def2-TZVPD basis set) on a cluster of 2 separate species, C3H12NO in total.

```
17
Properties=species:S:1:pos:R:3
C 0.22436 -0.19493 -0.48761
C 1.62554 0.45832 -0.11853
C 2.51126 0.28433 -1.36311
N -0.90324 0.60671 0.14537
H 0.00593 -0.30035 -1.53532
H 0.08122 -1.20937 -0.04954
H 2.00644 -0.11493 0.71774
H 1.31024 1.46378 0.14944
H 2.62698 -0.76481 -1.57838
H 2.04120 0.74675 -2.24361
H 3.47975 0.77541 -1.13184
H -0.57963 1.06576 0.99742
H -1.22674 1.38109 -0.44715
H -1.74642 0.05048 0.37491
H -2.56572 -1.82558 1.96879
H -3.37073 -0.51431 1.97142
O -2.73109 -1.02594 1.46724
```

HOMO-LUMO gap = 12.521 eV
E_LUMO = -3.35 eV
total charge = +1
spin multiplicity = 1

***

3.
ORCA calculation (ωB97M-V with the def2-TZVPD basis set) on a cluster of 2 separate species, C3H12NO in total.

```
17
Properties=species:S:1:pos:R:3
C 1.84326 0.57172 -1.04168
C 0.31395 0.68579 -1.23799
N -0.04346 -0.41732 -0.16002
C -1.54956 -0.49762 -0.45508
H 2.30041 -0.40602 -0.97259
H 2.46195 1.16594 -1.76458
H 1.85241 1.14223 -0.21878
H -0.17839 1.63416 -0.93426
H -0.17250 0.26893 -2.17501
H -0.02079 0.08156 0.63606
H 0.51225 -1.23634 -0.07077
H -2.08144 0.46229 -0.82426
H -2.03210 -0.72641 0.48696
H -1.87431 -1.26698 -1.15801
H -0.04711 0.15515 3.56502
H -0.85320 -1.11836 3.41437
O -0.43137 -0.49872 2.91063
```

HOMO-LUMO gap = 12.730 eV
E_LUMO = -3.01 eV
total charge = +1
spin multiplicity = 1

***

Short version: HOMO level = -0.5787, -0.5833, -0.5783 Eh, in the order given.
Short version: max |F| = 0.0817, 0.0623, 0.1397 hartree/bohr, in the order given.
Short version: energy above the lowest of the compared OMol25 structures with the same formula, charge and spin = 8.134, 0.579, 2.414 eV, in the order given.